{"formula": "C6H13N2", "method": "ωB97M-V/def2-TZVPD", "symbols": ["C", "C", "C", "C", "C", "C", "N", "N", "H", "H", "H", "H", "H", "H", "H", "H", "H", "H", "H", "H", "H"], "xyz": [[-2.09, -0.68, 0.26], [-0.36, 0.68, -0.56], [0.42, -0.49, -0.03], [-0.20, 2.01, 0.17], [1.43, -0.22, 0.97], [0.72, -1.38, -1.21], [-1.76, 0.34, -0.54], [-1.19, -1.33, 0.92], [-3.00, -1.09, 0.49], [-0.26, 0.64, -1.69], [-0.59, 2.88, -0.29], [0.77, 2.33, 0.37], [-0.58, 1.89, 1.22], [2.07, -1.09, 1.39], [0.87, 0.23, 1.74], [2.24, 0.40, 0.61], [0.96, -2.51, -0.91], [1.70, -1.18, -1.76], [-0.12, -1.43, -2.07], [-2.34, 0.74, -1.27], [-1.07, -2.30, 1.14]], "de_lowest_kj_mol": 258.2, "homo_lumo_gap_ha": 0.392, "homo_ha": -0.5316, "total_charge": 1}

=====

{"formula": "C57H55F9IN2O3", "method": "ωB97M-V/def2-TZVPD", "symbols": ["O", "C", "F", "N", "C", "O", "N", "C", "C", "O", "C", "C", "C", "C", "C", "I", "H", "H", "H", "H", "H", "H", "H", "H", "H", "H", "H", "H", "H", "H", "H", "F", "C", "C", "C", "C", "C", "C", "H", "H", "H", "H", "H", "F", "C", "C", "C", "C", "C", "C", "H", "H", "H", "H", "H", "F", "C", "C", "C", "C", "C", "C", "H", "H", "H", "H", "H", "F", "C", "C", "C", "C", "C", "C", "H", "H", "H", "H", "H", "F", "C", "C", "C", "C", "C", "C", "H", "H", "H", "H", "H", "F", "C", "C", "C", "C", "C", "C", "H", "H", "H", "H", "H", "F", "C", "C", "C", "C", "C", "C", "H", "H", "H", "H", "H", "F", "C", "C", "C", "C", "C", "C", "H", "H", "H", "H", "H"], "xyz": [[1.63, -1.80, -0.15], [2.13, -1.27, -1.03], [3.46, -1.15, -1.07], [1.45, -0.68, -2.09], [1.85, 0.66, -2.39], [1.98, 0.98, -3.48], [2.10, 1.68, -1.34], [3.20, 2.62, -1.75], [3.56, 3.40, -0.46], [2.45, 4.09, 0.13], [1.26, 3.96, -0.61], [0.88, 2.48, -0.91], [-0.30, 2.51, -1.93], [-1.31, 1.35, -1.61], [-2.56, 1.77, -0.80], [-2.19, 3.04, 0.89], [0.44, -0.79, -2.00], [2.47, 1.23, -0.49], [2.92, 3.24, -2.59], [4.09, 2.03, -1.99], [4.38, 4.10, -0.61], [3.93, 2.66, 0.28], [1.36, 4.54, -1.54], [0.42, 4.42, -0.07], [0.51, 2.01, 0.02], [-0.83, 3.45, -1.73], [0.02, 2.54, -2.98], [-1.65, 0.93, -2.57], [-0.82, 0.55, -1.03], [-3.36, 2.18, -1.44], [-2.99, 0.84, -0.39], [-0.90, -6.91, 0.35], [-0.09, -6.23, 1.20], [0.45, -5.03, 0.79], [1.27, -4.33, 1.66], [1.55, -4.85, 2.92], [1.01, -6.06, 3.31], [0.17, -6.76, 2.45], [0.22, -4.64, -0.19], [1.69, -3.38, 1.36], [2.20, -4.30, 3.60], [1.23, -6.47, 4.29], [-0.27, -7.70, 2.74], [-5.62, -5.28, 5.07], [-4.68, -4.92, 4.18], [-4.23, -3.61, 4.17], [-3.26, -3.24, 3.25], [-2.75, -4.18, 2.36], [-3.21, -5.49, 2.39], [-4.17, -5.86, 3.31], [-4.65, -2.89, 4.86], [-2.90, -2.22, 3.23], [-1.99, -3.88, 1.65], [-2.81, -6.22, 1.69], [-4.54, -6.88, 3.35], [-5.33, -1.93, -1.14], [-5.99, -3.10, -0.98], [-6.35, -3.51, 0.29], [-7.03, -4.70, 0.46], [-7.34, -5.49, -0.65], [-6.96, -5.07, -1.92], [-6.29, -3.87, -2.09], [-6.10, -2.88, 1.14], [-7.32, -5.02, 1.45], [-7.86, -6.42, -0.52], [-7.19, -5.68, -2.78], [-6.00, -3.52, -3.07], [5.90, 2.78, 1.36], [6.41, 3.70, 2.22], [5.84, 4.95, 2.29], [6.36, 5.88, 3.18], [7.45, 5.55, 3.97], [8.02, 4.29, 3.88], [7.50, 3.35, 3.00], [4.99, 5.19, 1.66], [5.91, 6.86, 3.25], [7.86, 6.28, 4.66], [8.88, 4.04, 4.49], [7.92, 2.36, 2.92], [7.65, 0.79, -4.59], [6.58, 0.30, -5.23], [6.73, -0.23, -6.49], [5.62, -0.74, -7.15], [4.37, -0.70, -6.54], [4.23, -0.15, -5.27], [5.35, 0.35, -4.61], [7.71, -0.25, -6.95], [5.72, -1.17, -8.13], [3.50, -1.09, -7.05], [3.26, -0.11, -4.79], [5.26, 0.77, -3.61], [7.76, 9.20, 5.48], [8.77, 9.59, 4.68], [8.77, 9.19, 3.36], [9.80, 9.60, 2.52], [10.83, 10.39, 3.03], [10.81, 10.78, 4.36], [9.78, 10.39, 5.19], [7.97, 8.57, 2.99], [9.81, 9.30, 1.48], [11.63, 10.71, 2.38], [11.61, 11.40, 4.75], [9.75, 10.69, 6.23], [-8.79, -6.55, 1.67], [-9.45, -7.71, 1.85], [-9.81, -8.09, 3.12], [-10.50, -9.28, 3.31], [-10.81, -10.08, 2.21], [-10.45, -9.68, 0.93], [-9.77, -8.48, 0.75], [-9.54, -7.47, 3.97], [-10.79, -9.59, 4.30], [-11.35, -11.01, 2.36], [-10.69, -10.30, 0.08], [-9.48, -8.15, -0.24], [-2.66, 4.32, -3.05], [-3.81, 4.18, -3.77], [-4.95, 4.82, -3.33], [-6.12, 4.68, -4.07], [-6.13, 3.90, -5.22], [-4.97, 3.26, -5.64], [-3.80, 3.41, -4.91], [-4.93, 5.42, -2.43], [-7.03, 5.18, -3.74], [-7.05, 3.79, -5.79], [-4.98, 2.65, -6.53], [-2.88, 2.93, -5.23]], "homo_lumo_gap_ha": 0.248, "homo_ha": -0.3829, "total_charge": 1}

=====

{"formula": "C21H42F9Mn2N6O15S3", "method": "ωB97M-V/def2-TZVPD", "symbols": ["Mn", "Mn", "C", "F", "F", "F", "S", "O", "O", "O", "C", "F", "F", "F", "S", "O", "O", "O", "C", "F", "F", "F", "S", "O", "O", "O", "C", "O", "N", "C", "C", "H", "H", "H", "H", "H", "H", "H", "C", "O", "N", "C", "C", "H", "H", "H", "H", "H", "H", "H", "C", "O", "N", "C", "C", "H", "H", "H", "H", "H", "H", "H", "C", "O", "N", "C", "C", "H", "H", "H", "H", "H", "H", "H", "C", "O", "N", "C", "C", "H", "H", "H", "H", "H", "H", "H", "C", "O", "N", "C", "C", "H", "H", "H", "H", "H", "H", "H"], "xyz": [[-1.77, -0.98, -2.88], [-2.15, 2.22, 1.51], [1.37, -4.08, -1.77], [0.43, -4.87, -1.25], [1.60, -3.06, -0.95], [2.52, -4.79, -1.93], [0.80, -3.30, -3.47], [0.46, -4.47, -4.30], [-0.33, -2.36, -3.27], [1.93, -2.55, -4.01], [1.76, 0.08, -0.40], [2.58, -0.38, 0.53], [1.88, 1.33, -0.54], [1.97, -0.56, -1.51], [-0.09, -0.33, 0.15], [-0.82, -0.66, -1.08], [0.06, -1.49, 1.05], [-0.69, 0.88, 0.73], [-5.23, 1.96, -1.62], [-5.75, 1.59, -2.81], [-5.54, 3.22, -1.43], [-5.65, 1.26, -0.58], [-3.25, 1.84, -1.84], [-3.05, 0.49, -2.22], [-2.78, 2.75, -2.88], [-2.70, 2.17, -0.52], [5.29, -1.56, -1.08], [5.66, -2.63, -0.68], [5.98, -0.41, -1.20], [5.18, 0.77, -1.56], [7.36, -0.11, -0.91], [4.24, -1.43, -1.37], [5.08, 1.32, -0.62], [4.20, 0.47, -1.92], [5.69, 1.32, -2.34], [7.40, 0.49, 0.00], [7.90, -1.01, -0.60], [7.98, 0.30, -1.70], [-3.97, -2.52, -0.97], [-3.07, -2.14, -1.79], [-3.69, -3.21, 0.14], [-4.75, -3.53, 1.13], [-2.37, -3.71, 0.53], [-5.01, -2.16, -0.93], [-4.56, -3.02, 2.08], [-4.80, -4.60, 1.28], [-5.75, -3.22, 0.85], [-2.01, -3.43, 1.52], [-2.28, -4.79, 0.61], [-1.55, -3.30, -0.06], [0.90, -1.58, 4.27], [-0.01, -1.69, 5.15], [2.17, -2.10, 4.31], [3.12, -1.94, 3.25], [2.66, -2.78, 5.50], [0.84, -1.24, 3.22], [2.72, -1.33, 2.44], [3.23, -2.94, 2.82], [4.09, -1.56, 3.56], [3.56, -2.31, 5.88], [1.98, -2.72, 6.35], [2.91, -3.80, 5.22], [0.60, 0.98, -4.24], [-0.45, 0.44, -3.87], [1.06, 2.18, -3.82], [2.12, 2.83, -4.58], [0.51, 3.09, -2.81], [1.25, 0.56, -5.03], [2.68, 2.18, -5.26], [2.85, 3.29, -3.90], [1.63, 3.54, -5.24], [-0.26, 3.71, -3.24], [0.19, 2.54, -1.92], [1.21, 3.88, -2.56], [0.41, 4.27, 1.08], [-0.43, 3.46, 1.50], [0.13, 5.22, 0.17], [1.19, 6.16, -0.23], [-1.15, 5.33, -0.55], [1.44, 4.38, 1.46], [2.05, 6.15, 0.43], [0.82, 7.19, -0.25], [1.54, 5.92, -1.23], [-1.03, 5.04, -1.59], [-1.87, 4.69, -0.04], [-1.62, 6.31, -0.51], [-4.23, 0.08, 2.29], [-3.24, 0.43, 1.58], [-4.06, -0.81, 3.29], [-5.20, -1.01, 4.13], [-2.86, -1.58, 3.58], [-5.24, 0.49, 2.14], [-5.51, -2.03, 3.89], [-5.98, -0.25, 4.07], [-4.76, -0.99, 5.12], [-2.49, -1.37, 4.59], [-3.16, -2.62, 3.59], [-2.03, -1.48, 2.88]], "de_lowest_kj_mol": 0.0, "homo_lumo_gap_ha": [0.258, 0.241], "s2": 30.006, "homo_ha": [-0.3976, -0.3976], "spin_multiplicity": 11, "total_charge": 1}

=====

{"formula": "C22H25N7OPdS2", "method": "ωB97M-V/def2-TZVPD", "symbols": ["Pd", "N", "C", "C", "C", "C", "C", "C", "N", "C", "C", "C", "S", "C", "N", "H", "H", "H", "H", "H", "H", "H", "C", "C", "C", "C", "N", "C", "N", "N", "N", "H", "H", "H", "H", "H", "H", "H", "H", "H", "H", "C", "S", "O", "C", "C", "C", "C", "C", "C", "H", "H", "H", "H", "H", "H", "H", "H"], "xyz": [[-0.19, 0.16, 0.99], [-0.32, 3.55, -1.47], [1.07, 3.53, -1.49], [2.01, 4.36, -2.10], [3.33, 4.03, -1.91], [3.72, 2.91, -1.16], [2.79, 2.08, -0.56], [1.44, 2.41, -0.74], [0.29, 1.80, -0.28], [-0.73, 2.50, -0.73], [-2.08, 2.07, -0.42], [-3.30, 2.54, -0.79], [-4.53, 1.56, -0.14], [-3.36, 0.58, 0.62], [-2.14, 0.96, 0.39], [-0.91, 4.22, -1.94], [1.72, 5.22, -2.68], [4.10, 4.64, -2.36], [4.77, 2.68, -1.05], [3.08, 1.21, 0.00], [-3.53, 3.39, -1.42], [-3.62, -0.28, 1.22], [-1.55, -5.33, -2.82], [-0.07, -5.13, -3.14], [0.14, -4.14, -4.28], [0.73, -4.75, -1.89], [0.35, -3.45, -1.33], [-0.62, -3.14, -0.48], [-0.64, -1.84, -0.32], [0.36, -1.37, -1.10], [0.96, -2.32, -1.71], [-2.07, -5.71, -3.70], [-2.03, -4.38, -2.56], [-1.70, -6.04, -2.01], [0.35, -6.10, -3.44], [-0.28, -3.16, -4.04], [-0.35, -4.51, -5.18], [1.20, -4.00, -4.50], [1.80, -4.68, -2.11], [0.59, -5.49, -1.10], [-1.28, -3.86, -0.01], [0.94, -0.93, 5.05], [-0.37, -0.69, 3.87], [0.20, -1.22, 2.54], [-0.34, 1.08, 3.63], [-1.49, 1.81, 3.87], [-1.50, 3.17, 3.60], [-0.37, 3.78, 3.07], [0.79, 3.04, 2.83], [0.81, 1.69, 3.11], [1.87, -0.50, 4.66], [1.04, -2.01, 5.18], [0.65, -0.47, 5.98], [-2.37, 1.31, 4.28], [-2.39, 3.75, 3.80], [-0.38, 4.84, 2.87], [1.67, 3.53, 2.43], [1.72, 1.11, 2.96]], "de_lowest_kj_mol": 53.5, "homo_lumo_gap_ha": [0.313, 0.227], "s2": 2.005, "homo_ha": [-0.5156, -0.5152], "spin_multiplicity": 3, "total_charge": 2}

=====

{"formula": "C60H45Co2N3O6P", "method": "ωB97M-V/def2-TZVPD", "symbols": ["C", "O", "C", "C", "C", "C", "C", "C", "C", "C", "N", "C", "C", "C", "C", "C", "C", "N", "C", "C", "C", "C", "C", "C", "C", "N", "C", "C", "C", "C", "C", "C", "H", "H", "H", "H", "H", "H", "H", "H", "H", "H", "H", "H", "H", "H", "H", "H", "H", "H", "H", "H", "H", "H", "H", "O", "C", "Co", "C", "O", "C", "O", "C", "C", "C", "C", "C", "C", "C", "C", "C", "Co", "C", "O", "C", "O", "P", "C", "C", "C", "C", "C", "C", "C", "C", "C", "C", "C", "C", "C", "C", "C", "C", "C", "C", "H", "H", "H", "H", "H", "H", "H", "H", "H", "H", "H", "H", "H", "H", "H", "H", "H", "H", "H", "H", "H", "H"], "xyz": [[0.21, 3.19, 2.86], [0.38, 1.95, 2.10], [-0.22, 0.75, 2.30], [-1.66, 0.55, 2.41], [-2.34, -0.28, 1.50], [-3.71, -0.47, 1.63], [-4.42, 0.15, 2.65], [-3.75, 0.98, 3.55], [-2.37, 1.14, 3.48], [0.66, -0.28, 2.58], [0.35, -1.60, 2.77], [-0.78, -2.21, 3.34], [-1.11, -3.47, 2.84], [-2.21, -4.14, 3.37], [-2.96, -3.54, 4.40], [-2.57, -2.32, 4.96], [-1.47, -1.65, 4.42], [1.49, -2.38, 2.71], [2.50, -1.54, 2.68], [3.87, -1.98, 2.94], [4.79, -1.25, 3.73], [6.08, -1.73, 3.92], [6.42, -3.01, 3.45], [5.47, -3.79, 2.78], [4.20, -3.29, 2.53], [2.06, -0.22, 2.56], [2.88, 0.92, 2.77], [2.63, 1.77, 3.84], [3.45, 2.89, 4.04], [4.51, 3.13, 3.17], [4.79, 2.23, 2.13], [3.95, 1.13, 1.91], [1.11, 3.31, 3.46], [0.16, 3.97, 2.10], [-0.65, 3.15, 3.53], [-1.76, -0.74, 0.70], [-4.23, -1.11, 0.91], [-5.49, -0.02, 2.75], [-4.30, 1.51, 4.33], [-1.80, 1.65, 4.27], [-0.50, -3.88, 2.03], [-2.48, -5.12, 2.98], [-3.85, -4.03, 4.80], [-3.10, -1.89, 5.81], [-1.16, -0.67, 4.79], [4.47, -0.30, 4.18], [6.81, -1.11, 4.44], [7.43, -3.39, 3.62], [5.72, -4.80, 2.45], [3.44, -3.87, 2.02], [1.74, 1.62, 4.46], [3.23, 3.57, 4.87], [5.14, 4.01, 3.32], [5.67, 2.36, 1.50], [4.14, 0.43, 1.10], [-3.32, -2.06, -4.68], [-3.47, -1.16, -5.40], [-3.74, 0.21, -6.47], [-3.31, -0.39, -8.06], [-3.06, -0.81, -9.11], [-5.47, 0.22, -6.53], [-6.63, 0.18, -6.58], [-2.96, 1.80, -5.48], [-2.75, 1.72, -4.08], [-3.48, 1.83, -2.94], [-3.07, 2.32, -1.66], [-4.08, 2.85, -0.82], [-3.78, 3.25, 0.47], [-2.44, 3.24, 0.90], [-1.44, 2.73, 0.06], [-1.73, 2.28, -1.22], [-1.39, 1.03, -5.02], [-0.64, 0.10, -3.75], [-0.13, -0.58, -2.95], [-0.80, 0.05, -6.34], [-0.27, -0.63, -7.14], [-0.09, 2.71, -5.45], [1.35, 2.65, -4.32], [1.60, 3.61, -3.33], [2.64, 3.39, -2.41], [3.42, 2.24, -2.48], [3.18, 1.29, -3.49], [2.15, 1.50, -4.40], [0.68, 2.75, -7.12], [2.02, 3.13, -7.32], [2.54, 3.22, -8.62], [1.73, 2.93, -9.73], [0.41, 2.52, -9.53], [-0.11, 2.44, -8.24], [-0.76, 4.42, -5.28], [-0.75, 5.35, -6.33], [-1.34, 6.60, -6.16], [-1.96, 6.93, -4.96], [-1.97, 6.02, -3.90], [-1.37, 4.76, -4.07], [-3.14, 2.76, -5.99], [-4.56, 1.66, -3.07], [-5.09, 2.94, -1.23], [-4.56, 3.57, 1.16], [-2.16, 3.62, 1.89], [-0.42, 2.65, 0.39], [-0.93, 1.87, -1.83], [1.01, 4.52, -3.27], [2.84, 4.14, -1.64], [4.23, 2.07, -1.76], [3.79, 0.39, -3.56], [1.95, 0.76, -5.18], [2.66, 3.36, -6.47], [3.58, 3.53, -8.77], [2.13, 3.02, -10.74], [-0.22, 2.26, -10.38], [-1.15, 2.14, -8.09], [-0.29, 5.08, -7.29], [-1.32, 7.32, -6.98], [-2.45, 7.91, -4.84], [-2.43, 6.27, -2.95], [-1.41, 4.03, -3.25]], "de_lowest_kj_mol": 237.0, "homo_lumo_gap_ha": 0.077, "homo_ha": -0.2914, "total_charge": 1}

=====

{"formula": "C4H13N2S", "method": "ωB97M-V/def2-TZVPD", "symbols": ["C", "C", "S", "N", "H", "H", "H", "H", "H", "H", "C", "C", "N", "H", "H", "H", "H", "H", "H", "H"], "xyz": [[1.74, 1.57, 1.37], [0.44, 1.82, 0.59], [0.37, 0.88, -0.97], [2.95, 1.69, 0.57], [1.65, 0.60, 1.88], [1.82, 2.28, 2.21], [0.40, 2.90, 0.41], [-0.40, 1.50, 1.22], [2.99, 2.61, 0.15], [2.82, 1.08, -0.23], [-0.72, -2.44, -1.14], [-1.62, -1.71, -0.17], [-2.55, -0.85, -0.92], [-0.04, -1.73, -1.63], [-0.08, -3.17, -0.63], [-1.23, -2.92, -1.99], [-2.21, -2.44, 0.40], [-1.06, -1.11, 0.55], [-3.24, -0.46, -0.30], [-2.03, -0.10, -1.36]], "de_lowest_kj_mol": 36.0, "homo_lumo_gap_ha": 0.252, "homo_ha": -0.0995, "total_charge": -1}

=====

{"formula": "C4H7NO2", "method": "ωB97M-V/def2-TZVPD", "symbols": ["C", "C", "C", "N", "C", "O", "O", "H", "H", "H", "H", "H", "H", "H"], "xyz": [[1.43, -0.36, 0.69], [0.58, -0.05, -0.53], [-0.80, -0.81, -0.52], [-1.80, 0.29, -0.38], [-1.33, 1.15, 0.51], [-1.46, 1.88, 1.40], [0.20, 1.31, -0.55], [0.87, -0.16, 1.61], [2.33, 0.26, 0.70], [1.73, -1.42, 0.70], [1.13, -0.27, -1.45], [-0.88, -1.51, 0.32], [-1.02, -1.33, -1.45], [-1.00, 1.03, -1.06]], "de_lowest_kj_mol": 341.9, "homo_lumo_gap_ha": 0.397, "homo_ha": -0.3717, "total_charge": 0}

=====

{"formula": "C3H10O2S2", "method": "ωB97M-V/def2-TZVPD", "symbols": ["O", "C", "C", "C", "S", "S", "H", "H", "H", "H", "H", "H", "H", "H", "O", "H", "H"], "xyz": [[1.62, 0.69, -1.13], [0.84, 1.86, -0.94], [-0.09, 1.71, 0.25], [-1.27, 0.77, -0.10], [-1.75, -0.49, 1.15], [-0.03, -1.55, 1.56], [2.26, 0.64, -0.40], [1.50, 2.72, -0.75], [0.34, 2.00, -1.89], [0.43, 1.33, 1.12], [-0.54, 2.64, 0.55], [-2.20, 1.34, -0.21], [-1.08, 0.22, -1.02], [0.89, -0.58, 1.52], [-0.41, -4.67, 0.38], [-0.30, -3.71, 0.43], [-0.22, -4.93, -0.52]], "de_lowest_kj_mol": 40.9, "homo_lumo_gap_ha": 0.326, "homo_ha": -0.3138, "smiles": "OCCCSS.O", "total_charge": 0}

=====

{"formula": "C2H2BrF3", "method": "ωB97M-V/def2-TZVPD", "symbols": ["C", "C", "F", "F", "F", "Br", "H", "H"], "xyz": [[0.31, 1.09, 0.52], [-0.44, -0.98, -0.49], [-0.85, 1.61, 1.04], [1.07, 0.57, 1.52], [-1.10, -0.64, -1.59], [1.21, -1.84, -1.06], [0.63, 1.75, -0.32], [-0.84, -1.56, 0.38]], "de_lowest_kj_mol": 368.5, "homo_lumo_gap_ha": [0.330, 0.328], "homo_ha": [-0.3260, -0.3277], "total_charge": 0}

=====

{"formula": "C5H10O2", "method": "ωB97M-V/def2-TZVPD", "symbols": ["C", "C", "O", "C", "C", "C", "O", "H", "H", "H", "H", "H", "H", "H", "H", "H", "H"], "xyz": [[-0.52, -1.84, 0.34], [-1.04, -0.47, -0.01], [-2.21, -0.27, -0.30], [-0.06, 0.70, -0.07], [0.83, 0.76, 1.18], [0.75, 0.48, -1.37], [-0.80, 1.89, -0.14], [0.45, -2.04, -0.13], [-1.25, -2.60, 0.05], [-0.38, -1.88, 1.43], [0.21, 0.72, 2.09], [1.37, 1.70, 1.19], [1.55, -0.06, 1.21], [0.93, 1.46, -1.83], [0.17, -0.11, -2.09], [1.70, -0.03, -1.20], [-1.71, 1.61, -0.34]], "de_lowest_kj_mol": 80.9, "homo_lumo_gap_ha": 0.397, "homo_ha": -0.3664, "smiles": "CC(=O)C(C)(C)O", "total_charge": 0}

=====

| no. | molecular weight (u) |
| --- | --- |
| 1 | 113.2 |
| 2 | 1114.0 |
| 3 | 995.7 |
| 4 | 574.0 |
| 5 | 1052.9 |
| 6 | 121.2 |
| 7 | 101.1 |
| 8 | 142.2 |
| 9 | 162.9 |
| 10 | 102.1 |